Entry 1:
{"formula": "C33H41N4O3RbSeSi", "method": "ωB97M-V/def2-TZVPD", "e_above_lowest_kj_mol": 0.0, "orbital_gap_ev": 4.01, "total_charge": -2, "e_tot_ha": -4441.8810, "symbols": ["Rb", "C", "C", "C", "C", "C", "C", "C", "C", "C", "C", "H", "H", "H", "H", "H", "H", "H", "H", "H", "H", "H", "H", "H", "H", "H", "N", "N", "C", "O", "O", "H", "H", "H", "Se", "N", "C", "C", "C", "C", "C", "C", "N", "H", "H", "H", "H", "C", "C", "C", "C", "Si", "O", "C", "C", "C", "C", "C", "C", "C", "C", "C", "C", "C", "C", "H", "H", "H", "H", "H", "H", "H", "H", "H", "H", "H", "H", "H", "H", "H", "H", "H", "H", "H"], "coordinates": [[0.549683, 0.117643, 0.851315], [-0.838734, 3.086966, 1.466677], [-0.873288, 2.358291, 2.662727], [0.173410, 2.808983, 3.512899], [0.849498, 3.818119, 2.839257], [0.271007, 3.992571, 1.526559], [0.614312, 4.948866, 0.458790], [2.040870, 4.595439, 3.387886], [0.475881, 2.391697, 4.946510], [-1.893516, 1.333837, 3.038017], [-1.830136, 3.071650, 0.323804], [0.762537, 4.518746, -0.501649], [1.530956, 5.485945, 0.649563], [-0.199981, 5.717122, 0.373582], [2.522500, 4.063188, 4.226150], [1.659669, 5.589118, 3.729521], [2.801863, 4.833064, 2.646935], [1.234138, 1.651328, 5.067040], [-0.431869, 1.966971, 5.388526], [0.716229, 3.238442, 5.552982], [-1.483120, 0.412959, 3.455657], [-2.442969, 1.131873, 2.081922], [-2.651057, 1.745168, 3.751104], [-1.730147, 2.245398, -0.376295], [-1.740010, 3.956756, -0.324543], [-2.865845, 3.007094, 0.744307], [4.332157, -2.770280, 2.490400], [3.444807, -3.269163, 1.529668], [2.697172, -2.262927, 0.768589], [1.637496, -2.719733, 0.269610], [3.168616, -1.099579, 0.715163], [4.646184, -1.842163, 2.144992], [5.050561, -3.430972, 2.700473], [2.766318, -3.824820, 2.016360], [2.961228, -2.015247, 4.448935], [1.349165, -1.990276, 3.630533], [0.364160, -2.201378, 4.502811], [-1.026208, -2.526714, 4.377566], [-1.829987, -2.613527, 5.486413], [-1.390019, -2.310943, 6.816866], [-0.075404, -2.037752, 7.046329], [0.846690, -2.003140, 5.933188], [2.160809, -1.913331, 6.130275], [-1.394524, -2.747138, 3.381590], [-2.906842, -2.842902, 5.447996], [-2.087350, -2.433833, 7.632781], [0.310782, -1.711732, 8.005853], [1.416884, -0.658025, -5.380752], [1.199884, 0.005298, -4.004367], [2.383184, -0.419708, -3.108007], [1.157655, 1.572498, -4.064471], [-0.354368, -0.617594, -3.051606], [-0.352403, -0.306046, -1.528156], [-0.518949, -2.457597, -3.497222], [0.237908, -3.360401, -2.828704], [0.078386, -4.753808, -3.108717], [-0.795693, -5.175732, -4.127723], [-1.584846, -4.222964, -4.769182], [-1.440621, -2.894190, -4.464573], [-1.953402, 0.187164, -3.675835], [-2.160926, 0.627899, -5.010869], [-3.250670, 1.370157, -5.390851], [-4.162949, 1.713746, -4.404975], [-4.106558, 1.178776, -3.110224], [-2.941543, 0.493407, -2.745364], [2.239834, -0.222873, -5.924746], [0.495405, -0.532739, -6.033589], [1.565403, -1.740619, -5.303529], [3.362438, -0.074867, -3.448653], [2.443434, -1.532464, -3.140396], [2.177853, -0.147300, -2.065455], [2.128620, 1.974562, -4.450366], [1.053607, 1.929112, -3.023978], [0.389462, 1.943471, -4.758265], [0.954713, -3.058057, -2.069199], [0.740857, -5.399480, -2.588701], [-0.801003, -6.219999, -4.368474], [-2.328460, -4.515526, -5.482726], [-2.089527, -2.135349, -4.987134], [-1.422426, 0.285723, -5.739888], [-3.327034, 1.735589, -6.424287], [-5.013578, 2.326705, -4.683083], [-4.890646, 1.401944, -2.433576], [-2.777614, 0.179607, -1.757990]], "atomic_forces_ev_per_a": [[0.2, 0.0, 0.2], [0.9, 0.8, -0.5], [0.3, -0.1, 0.9], [-0.1, -0.1, 0.2], [1.0, 0.6, -1.5], [-0.6, -1.5, 1.7], [-0.7, 1.4, 0.6], [-1.0, 0.4, 0.2], [-1.6, -0.1, -1.0], [-1.1, 0.6, -0.9], [-0.5, -0.1, 0.5], [-0.1, -0.6, -1.0], [0.4, 0.3, 0.3], [0.6, -0.3, -0.2], [-0.2, 0.3, -0.3], [0.5, -0.4, 0.2], [0.1, -0.2, -0.2], [0.9, -0.6, 0.0], [0.0, -0.1, 0.1], [0.3, 0.7, 0.4], [-0.1, -0.1, 0.0], [0.1, -0.4, 0.9], [0.4, -0.4, -0.2], [0.1, -0.4, -0.1], [-0.1, 0.0, 0.4], [0.5, 0.2, -0.5], [-0.2, 2.0, -0.1], [-0.3, -0.4, -1.1], [-0.8, -0.3, -0.3], [1.0, 0.5, 0.4], [0.3, -0.7, 0.4], [0.1, -0.9, 0.1], [0.8, -0.1, -0.3], [-0.5, -0.2, -0.1], [-1.8, 0.9, 2.1], [-0.6, -1.6, -0.3], [2.2, 1.4, 2.7], [-0.4, -0.1, -0.4], [-0.3, 0.2, -0.2], [1.2, -0.4, -0.2], [-0.3, 0.5, -0.5], [0.7, -0.8, -0.4], [-1.0, 0.1, -1.4], [-0.2, 0.1, 0.1], [0.6, -0.1, -0.6], [-0.1, 0.3, 0.1], [0.0, -0.4, 0.1], [-2.0, 0.3, -0.3], [0.5, 0.4, -0.1], [-0.6, -1.0, 0.1], [0.9, -0.7, -0.3], [-0.3, -0.1, -0.1], [0.3, 0.1, 0.5], [-0.9, 1.6, -0.8], [0.3, -2.6, 0.3], [-0.2, 1.8, -1.0], [0.9, 0.6, 1.4], [0.1, -0.4, 0.0], [-0.5, 1.2, -0.2], [-0.2, 0.8, -1.4], [0.9, -1.3, 0.7], [0.2, 0.5, -0.1], [-1.2, -0.4, 0.1], [1.6, 0.4, -1.4], [-0.7, 0.2, -1.1], [0.6, 0.2, -0.2], [1.0, -0.1, 0.5], [0.1, 0.2, 0.1], [0.0, 0.4, 0.0], [0.0, 0.6, 0.2], [0.4, 0.0, -0.2], [-0.4, -0.3, 0.2], [-0.3, 0.2, -0.6], [-0.1, 0.0, 0.5], [-0.2, 0.0, 0.1], [0.3, -0.9, 0.3], [-0.4, -0.4, -0.2], [-0.2, -0.2, -0.4], [0.7, -0.9, 0.6], [-0.2, 0.4, 0.0], [-0.2, -0.1, 0.5], [-0.1, 0.0, 0.0], [-0.5, 0.1, 0.7], [0.1, -0.4, 1.3]], "mulliken_charge": [0.5803, 0.7187, 0.3310, 0.6963, 0.4010, -0.1329, -1.3716, -1.6634, -1.7303, -1.2676, -1.2491, 0.1783, 0.4171, 0.2233, 0.3720, 0.2310, 0.3647, 0.2694, 0.4424, 0.4609, 0.1690, 0.2773, 0.2629, 0.0990, 0.3713, 0.2982, -0.5447, -0.3380, 0.7257, -0.6500, -0.7766, 0.2809, 0.1754, 0.3043, 0.4223, -0.2813, 0.2709, -0.4550, -0.4457, -0.4309, -0.5586, 0.8265, -0.9181, 0.5010, 0.2968, 0.3717, 0.3508, -1.7825, 2.2344, -1.6476, -1.6870, -1.2319, 0.2033, 0.3952, 0.1006, -0.7650, -0.5694, -0.5129, -0.0727, 0.2242, 0.4210, -0.8075, -0.3547, -0.8176, -0.5566, 0.4752, 0.2504, 0.3470, 0.4446, 0.2316, 0.3193, 0.4850, 0.3063, 0.3109, 0.1726, 0.4795, 0.3524, 0.4043, 0.0991, 0.0954, 0.3437, 0.3211, 0.3808, 0.5310]}

---

Entry 2:
{"formula": "C6H11N2", "method": "ωB97M-V/def2-TZVPD", "e_above_lowest_kj_mol": 546.3, "orbital_gap_ev": 10.52, "total_charge": 1, "smiles": "C=N[N+]1=C(CCC)C1", "e_tot_ha": -344.3071, "symbols": ["C", "N", "N", "C", "C", "C", "C", "C", "H", "H", "H", "H", "H", "H", "H", "H", "H", "H", "H"], "coordinates": [[-3.287040, 0.640254, 0.893324], [-2.848156, 0.432545, -0.261448], [-1.756362, -0.230388, -0.504008], [-0.532367, -0.412548, -0.818686], [0.751958, 0.244272, -0.699881], [1.593676, -0.202314, 0.509310], [2.867090, 0.774699, 0.420857], [-1.321964, -1.644816, -1.001521], [-4.119837, 1.371946, 1.049268], [-2.813960, 0.159197, 1.736882], [0.780408, 1.345670, -0.643612], [1.390088, 0.058173, -1.518515], [2.007571, -1.263897, 0.449016], [1.025982, 0.055723, 1.423032], [2.561870, 1.700936, 0.959879], [3.033388, 1.097384, -0.591059], [3.670518, 0.206401, 0.758196], [-1.663422, -1.933988, -1.901958], [-1.339445, -2.399251, -0.259085]], "atomic_forces_ev_per_a": [[-0.3, 0.5, 1.1], [-1.5, 2.3, -1.4], [2.6, -3.6, -0.8], [-1.4, 0.9, 0.8], [0.8, 0.7, 0.5], [1.5, 0.4, -0.1], [-3.3, 0.3, 0.3], [0.5, 2.1, 2.7], [0.6, -1.1, -0.4], [0.0, 0.1, 0.5], [-1.1, -0.4, 0.0], [0.3, -0.7, -1.4], [-1.2, 1.3, 0.2], [0.5, -0.8, -0.2], [0.9, -0.7, 0.1], [0.2, -0.2, -0.6], [1.7, -0.2, 1.0], [-1.1, -0.6, -3.3], [0.2, -0.5, 0.8]], "nbo_charge": [0.0369, -0.2141, -0.0735, 0.4178, -0.5226, -0.3738, -0.5918, -0.1702, 0.2389, 0.1842, 0.2665, 0.2678, 0.2296, 0.2126, 0.2197, 0.2036, 0.2311, 0.2181, 0.2192]}

---

Entry 3:
{"formula": "C2H9NOS", "method": "ωB97M-V/def2-TZVPD", "e_above_lowest_kj_mol": 121.1, "orbital_gap_ev": 9.82, "smiles": "NCCS.O", "e_tot_ha": -609.7231, "symbols": ["N", "C", "C", "S", "H", "H", "H", "H", "H", "H", "H", "O", "H", "H"], "coordinates": [[-0.102821, 0.688512, -1.196551], [-0.399666, 0.275429, 0.066301], [0.222881, 0.900811, 1.341621], [1.639159, 1.981950, 0.935198], [-0.727572, 1.312648, -1.704968], [0.850614, 1.138644, -1.053156], [-0.250510, -0.880963, 0.144356], [-1.439508, 0.356938, 0.399056], [-0.663975, 1.525451, 1.722659], [0.560069, 0.278268, 2.191567], [0.748614, 2.971331, 0.705650], [0.078992, -3.499061, -1.475442], [-0.520944, -2.825519, -1.245365], [0.004669, -4.224439, -0.830927]], "atomic_forces_ev_per_a": [[2.7, 2.1, -2.0], [-2.1, -4.6, 3.8], [-0.7, 1.6, 0.5], [-0.8, 0.6, 0.4], [0.2, -0.1, 0.7], [-1.4, -0.4, -1.3], [0.1, 1.6, 0.0], [-0.3, -0.1, -1.1], [1.9, -0.4, 0.0], [-0.4, -0.3, -0.9], [0.8, 0.2, -0.2], [1.3, -1.8, -0.3], [-1.2, 1.2, 0.6], [-0.1, 0.7, -0.3]], "nbo_charge": [-0.8527, -0.2231, -0.5312, -0.0451, 0.3731, 0.3713, 0.1425, 0.1888, 0.2104, 0.2352, 0.1302, -0.9392, 0.4702, 0.4696]}